No. 1
Entry from the Open Molecules 2025 dataset: 8 unconnected molecules or ions with the total composition C27H45N8O12 at a distorted geometry (ωB97M-V with the def2-TZVPD basis set).

Each line ends with the Löwdin charge.
Element x y z (Å)
N (0.6236, 0.5383, -0.9824)  -0.630
O (1.0031, 0.3885, -2.2046)  -0.105
O (-0.5774, 0.6291, -0.6162)  -0.090
O (1.4554, 0.3439, -0.1811)  -0.021
C (-0.7676, -3.3472, -2.0675)  -0.102
C (-0.9882, -2.7345, -0.7521)  -0.004
C (-1.2524, -3.6757, 0.4064)  0.019
C (-1.1117, -5.1975, 0.2882)  -0.124
C (-1.0458, -5.8203, -1.0884)  0.100
C (-0.7997, -4.7080, -2.2496)  -0.043
N (-1.4494, -6.0149, 1.4364)  -0.371
O (-1.3658, -5.5332, 2.5984)  0.009
O (-1.6345, -7.1882, 1.2805)  0.069
H (-0.7253, -2.6858, -2.8637)  0.076
H (-0.8938, -1.6897, -0.3344)  0.090
H (-1.6882, -3.2050, 1.4071)  0.108
H (-1.1077, -6.9167, -1.1233)  0.086
H (-0.5938, -5.0363, -3.2991)  0.095
C (-3.3852, -0.9701, 2.0173)  -0.076
C (-4.8760, -1.0972, 2.4856)  -0.042
C (-5.5599, 0.1551, 3.0252)  -0.008
C (-4.7032, 1.5452, 3.2150)  -0.036
C (-3.3237, 1.6512, 2.4011)  0.111
C (-2.7015, 0.2151, 1.9989)  -0.047
N (-5.3183, 2.8684, 3.6517)  -0.400
O (-6.4393, 2.8569, 4.2071)  0.016
O (-4.6075, 3.8096, 3.6609)  0.079
H (-2.9050, -1.8274, 1.7162)  0.017
H (-5.5411, -2.1101, 2.5169)  0.126
H (-6.6587, 0.3190, 3.3602)  0.099
H (-2.7810, 2.6915, 2.4520)  0.120
H (-1.7571, 0.1530, 1.6371)  0.023
C (0.2264, 2.5809, 4.8769)  -0.320
O (-0.0475, 1.4013, 4.9239)  0.014
N (0.3433, 3.2314, 3.6815)  -0.210
C (0.7478, 4.6118, 3.6579)  -0.089
C (0.2001, 2.5788, 2.4536)  -0.075
H (0.2334, 3.2750, 5.7111)  0.129
H (1.4169, 4.6727, 2.7973)  0.076
H (1.2824, 5.1482, 4.4397)  0.080
H (-0.0582, 5.3805, 3.3530)  0.111
H (-0.4317, 1.7961, 2.5647)  0.017
H (1.2620, 2.2899, 2.0538)  0.134
H (-0.0936, 3.2343, 1.5860)  0.115
C (-5.7689, 3.4262, -0.0173)  -0.350
O (-5.2170, 4.4952, 0.2799)  -0.032
N (-5.1066, 2.4866, -0.7265)  -0.139
C (-5.7493, 1.1294, -1.0483)  0.042
C (-3.7306, 2.7319, -1.2246)  -0.021
H (-6.7748, 3.1283, 0.3271)  0.134
H (-5.3437, 0.6725, -1.6947)  -0.032
H (-6.7648, 1.2355, -1.2526)  0.072
H (-5.5061, 0.6964, -0.0572)  0.097
H (-3.6685, 3.1130, -2.3390)  0.144
H (-3.2002, 1.9393, -0.8268)  0.055
H (-3.1752, 3.4050, -0.8140)  0.004
C (6.4892, 2.5873, -1.7167)  -0.332
O (7.6021, 2.9056, -2.1406)  -0.037
N (6.0871, 1.2840, -1.7879)  -0.194
C (4.7884, 0.8868, -1.3212)  -0.113
C (6.9777, 0.2556, -2.4154)  -0.040
H (5.8296, 3.3485, -1.2036)  0.143
H (4.3869, 1.6312, -0.4672)  0.118
H (4.5102, -0.1336, -1.0011)  0.077
H (3.8538, 0.9291, -2.0716)  0.096
H (7.7428, 0.1056, -1.7323)  0.047
H (7.5362, 0.6333, -3.4299)  0.130
H (6.4929, -0.6536, -2.8369)  0.088
C (2.1327, -3.0585, 1.4770)  -0.349
O (2.1593, -4.2192, 0.9960)  -0.040
N (1.6995, -2.7165, 2.6611)  -0.181
C (1.5286, -1.4132, 3.0926)  -0.089
C (1.4153, -3.7881, 3.7683)  0.023
H (2.1783, -2.2650, 0.9027)  0.077
H (1.9681, -0.7178, 2.3665)  0.098
H (1.9419, -1.1817, 4.0015)  0.060
H (0.4820, -1.2058, 3.1568)  0.086
H (2.4173, -4.3264, 3.5788)  0.109
H (0.5867, -4.4745, 3.2675)  0.087
H (0.9698, -3.3960, 4.7037)  0.086
C (3.1249, -0.8787, -7.2127)  -0.361
O (2.7480, -2.0328, -7.0257)  -0.032
N (2.9618, 0.1119, -6.2694)  -0.163
C (3.3452, 1.5514, -6.4781)  -0.065
C (2.5803, -0.2597, -4.8079)  -0.046
H (3.6684, -0.6855, -8.1999)  0.141
H (2.4257, 2.0341, -6.9157)  0.093
H (4.3258, 1.6230, -7.0697)  0.100
H (3.5953, 2.1009, -5.6031)  0.051
H (2.0374, -1.2514, -4.5553)  0.098
H (2.3797, 0.5033, -3.9838)  0.064
H (3.4327, -0.9008, -4.4324)  0.072

Its charge is -1. As for the strongest force on any atom: 0.2672 hartree/bohr. The energy relative to the best compared isomer or geometry (same formula, charge and spin) comes out at 13.1 kcal/mol. As for the highest occupied orbital energy: -0.2248 Eh. The gap between HOMO and LUMO is 7.0 eV. As for the LUMO energy: 0.8938 eV.

***

No. 2
Entry from the Open Molecules 2025 dataset: 4 unconnected molecules or ions with the total composition C22H30BFN4O14P at a distorted geometry (ωB97M-V with the def2-TZVPD basis set).

Each line ends with the Löwdin charge.
Element x y z (Å)
C (0.6921, -0.4992, 3.3044)  -0.174
C (-0.6586, -0.9792, 2.7830)  -0.356
P (-1.1946, -0.1194, 1.1548)  0.670
N (-1.5538, 0.5062, -0.4987)  -0.157
F (-0.9370, -1.8209, 0.2708)  -0.411
C (-3.0361, -0.6362, 1.3310)  -0.209
C (-4.2039, 0.3759, 1.3576)  -0.707
N (-5.4131, -0.3930, 0.9303)  0.043
N (-4.1618, 1.5026, 0.4489)  0.074
N (-4.3225, 0.9580, 2.6919)  0.077
B (-1.2073, 1.6568, 2.0531)  -0.681
O (-0.8353, 2.8318, 1.3427)  0.042
O (-1.4474, 1.8559, 3.3825)  0.115
H (1.2528, 0.0385, 2.5295)  0.042
H (1.3230, -1.3229, 3.6452)  0.057
H (0.5766, 0.1759, 4.1527)  0.056
H (-0.6395, -2.0428, 2.5583)  0.034
H (-1.4153, -0.8131, 3.5513)  0.066
H (0.2412, 0.1153, 0.8618)  0.018
H (-0.6674, 0.6742, -0.9638)  0.005
H (-2.0089, -0.2324, -1.0247)  0.017
H (-3.1240, -1.2524, 2.2304)  0.073
H (-3.2414, -1.3200, 0.5118)  0.065
H (-6.1195, 0.2977, 0.6936)  0.048
H (-5.7579, -0.9435, 1.7092)  0.056
H (-3.5213, 2.1995, 0.8021)  0.054
H (-3.8289, 1.2041, -0.4567)  0.054
H (-5.2579, 1.3394, 2.7895)  0.068
H (-4.2169, 0.2324, 3.3912)  0.069
H (-0.0333, 2.6061, 0.8498)  0.079
H (-1.1187, 2.7242, 3.6505)  0.101
C (1.0101, -6.0486, -0.5937)  0.060
C (0.2853, -5.0826, 0.0231)  -0.220
C (0.1027, -5.0641, 1.5457)  -0.294
O (-0.5915, -4.1665, 1.9646)  0.112
C (0.7397, -6.0914, 2.3450)  0.068
C (1.4571, -7.0277, 1.7116)  -0.243
C (1.6344, -7.0562, 0.2022)  -0.330
O (2.3295, -7.9765, -0.2206)  0.060
O (2.0856, -8.0299, 2.3128)  0.092
O (-0.2962, -4.1061, -0.6109)  0.091
H (1.1451, -6.0763, -1.6657)  0.128
H (0.6057, -6.0742, 3.4173)  0.130
H (2.5134, -8.5256, 1.5805)  0.109
H (-0.7228, -3.4380, 0.0257)  0.102
C (2.5395, -0.2980, -3.1181)  0.064
C (1.6940, -1.2879, -2.7507)  -0.220
C (1.3014, -2.4025, -3.7157)  -0.304
O (0.5716, -3.2675, -3.2841)  0.118
C (1.8274, -2.3707, -5.0687)  0.066
C (2.6553, -1.3777, -5.4151)  -0.243
C (3.0697, -0.2846, -4.4468)  -0.326
O (3.8471, 0.5480, -4.8987)  0.072
O (3.2049, -1.2358, -6.6136)  0.097
O (1.1667, -1.3541, -1.5568)  0.119
H (2.8255, 0.4932, -2.4396)  0.133
H (1.5346, -3.1561, -5.7507)  0.130
H (3.7545, -0.4257, -6.5403)  0.112
H (0.5440, -2.1069, -1.4703)  0.100
C (2.2035, 6.8702, 0.8233)  0.062
C (1.2659, 5.9278, 0.5900)  -0.227
C (0.6520, 5.7378, -0.7899)  -0.307
O (-0.1620, 4.8505, -0.9211)  0.131
C (1.0784, 6.6204, -1.8650)  0.070
C (2.0042, 7.5532, -1.6153)  -0.243
C (2.6315, 7.7247, -0.2472)  -0.324
O (3.4761, 8.6055, -0.1539)  0.078
O (2.4729, 8.4122, -2.5119)  0.100
O (0.8357, 5.1229, 1.5292)  0.124
H (2.6476, 7.0086, 1.7990)  0.132
H (0.6290, 6.4849, -2.8385)  0.133
H (3.1341, 8.9492, -2.0272)  0.112
H (0.1337, 4.5028, 1.2262)  0.089

Its charge is -1. As for the strongest force on any atom: 0.0227 hartree/bohr. The energy relative to the best compared isomer or geometry (same formula, charge and spin) comes out at 0.0 kcal/mol. As for the highest occupied orbital energy: -0.1773 Eh. The gap between HOMO and LUMO is 5.3 eV. As for the LUMO energy: 0.4731 eV.

***

No. 3
Entry from the Open Molecules 2025 dataset: a molecular structure, C44H40IN2O2P3Pt at a distorted geometry (ωB97M-V with the def2-TZVPD basis set).

Each line ends with the Löwdin charge.
Element x y z (Å)
Pt (0.3561, -0.6416, 0.6798)  0.798
N (2.3483, 1.3628, 1.2064)  -0.340
P (2.6368, -0.2483, 0.7631)  0.878
C (2.9843, -0.2984, -1.0135)  -0.375
C (3.9334, 0.5531, -1.5680)  -0.090
C (4.1408, 0.5466, -2.9355)  -0.053
C (3.4089, -0.3127, -3.7430)  -0.048
C (2.4705, -1.1689, -3.1892)  -0.057
C (2.2535, -1.1651, -1.8227)  -0.120
C (4.2189, -0.5951, 1.5740)  -0.331
C (5.1487, -1.4155, 0.9363)  -0.078
C (6.4270, -1.5291, 1.4544)  -0.050
C (6.7771, -0.8394, 2.6054)  -0.042
C (5.8442, -0.0391, 3.2498)  -0.053
C (4.5604, 0.0758, 2.7460)  -0.087
P (0.6540, 1.6037, 1.1415)  0.877
C (0.1210, 1.7680, 2.8617)  -0.372
C (0.8525, 2.5284, 3.7702)  -0.081
C (0.4284, 2.6146, 5.0831)  -0.054
C (-0.7210, 1.9532, 5.4896)  -0.048
C (-1.4504, 1.1953, 4.5867)  -0.059
C (-1.0304, 1.0993, 3.2713)  -0.124
C (0.5635, 3.2515, 0.4016)  -0.329
C (-0.2917, 4.2146, 0.9287)  -0.068
C (-0.2524, 5.5059, 0.4328)  -0.049
C (0.6285, 5.8400, -0.5844)  -0.043
C (1.4704, 4.8738, -1.1177)  -0.056
C (1.4329, 3.5788, -0.6366)  -0.100
H (3.0435, 2.1016, 1.2161)  0.093
H (4.5040, 1.2086, -0.9235)  0.116
H (4.8738, 1.2071, -3.3719)  0.116
H (3.5780, -0.3174, -4.8087)  0.117
H (1.9078, -1.8411, -3.8189)  0.112
H (1.5410, -1.8510, -1.3773)  0.074
H (4.8789, -1.9411, 0.0312)  0.112
H (7.1557, -2.1479, 0.9520)  0.118
H (7.7748, -0.9298, 3.0067)  0.119
H (6.1169, 0.5024, 4.1427)  0.116
H (3.8279, 0.6921, 3.2473)  0.098
H (1.7380, 3.0528, 3.4396)  0.111
H (0.9924, 3.2004, 5.7926)  0.116
H (-1.0473, 2.0293, 6.5153)  0.117
H (-2.3409, 0.6795, 4.9103)  0.109
H (-1.6023, 0.5246, 2.5523)  0.047
H (-0.9603, 3.9557, 1.7379)  0.111
H (-0.9050, 6.2559, 0.8525)  0.117
H (0.6622, 6.8513, -0.9600)  0.118
H (2.1636, 5.1337, -1.9022)  0.115
H (2.0879, 2.8217, -1.0479)  0.090
O (-1.7701, -0.7271, 0.3200)  -0.610
P (-2.5249, -0.9388, -0.9805)  0.829
C (-4.2949, -0.9590, -0.6222)  -0.337
C (-5.1958, -1.7200, -1.3585)  -0.060
C (-6.5425, -1.6648, -1.0370)  -0.049
C (-6.9809, -0.8406, -0.0064)  -0.048
C (-6.0827, -0.0713, 0.7188)  -0.063
C (-4.7376, -0.1194, 0.4015)  -0.155
C (-2.1768, 0.4794, -2.0588)  -0.278
C (-3.1831, 1.2405, -2.6351)  -0.051
C (-2.8411, 2.2971, -3.4626)  -0.051
C (-1.5094, 2.5754, -3.7241)  -0.051
C (-0.5070, 1.8035, -3.1542)  -0.066
C (-0.8391, 0.7614, -2.3090)  -0.113
C (-2.0382, -2.4435, -1.8716)  -0.276
C (-2.0691, -3.6562, -1.1906)  -0.094
C (-1.7374, -4.8254, -1.8525)  -0.062
C (-1.3960, -4.7888, -3.1964)  -0.051
C (-1.3823, -3.5826, -3.8790)  -0.057
C (-1.6985, -2.4069, -3.2205)  -0.063
H (-4.8573, -2.3492, -2.1693)  0.115
H (-7.2581, -2.2547, -1.5912)  0.116
H (-8.0331, -0.7852, 0.2238)  0.116
H (-6.4312, 0.5785, 1.5096)  0.116
H (-4.0225, 0.5013, 0.9243)  0.097
H (-4.2192, 1.0023, -2.4470)  0.111
H (-3.6160, 2.8974, -3.9130)  0.115
H (-1.2498, 3.3863, -4.3884)  0.115
H (0.5285, 2.0028, -3.3837)  0.106
H (-0.0661, 0.1407, -1.8607)  0.061
H (-2.3674, -3.6740, -0.1516)  0.054
H (-1.7642, -5.7708, -1.3327)  0.111
H (-1.1546, -5.7006, -3.7200)  0.115
H (-1.1396, -3.5560, -4.9302)  0.115
H (-1.6922, -1.4681, -3.7572)  0.110
N (0.1284, -4.6664, 1.6534)  0.228
C (0.1124, -3.3203, 1.6945)  -0.599
O (0.4725, -2.7154, 0.6271)  -0.194
C (-0.3106, -2.6675, 2.8636)  -0.015
I (-3.1622, -2.3321, 2.4935)  0.682
H (0.4619, -5.1301, 0.8250)  0.135
H (-0.1081, -5.2134, 2.4617)  0.132
H (-0.1573, -1.6021, 2.9602)  0.020
H (-0.4952, -3.2192, 3.7647)  0.057

Its charge is +2. As for the strongest force on any atom: 0.0748 hartree/bohr. The energy relative to the best compared isomer or geometry (same formula, charge and spin) comes out at 67.1 kcal/mol. As for the highest occupied orbital energy (spin up / spin down): -0.4989 / -0.4989 Eh. The gap between HOMO and LUMO (spin up / spin down) is 5.9 / 5.9 eV. As for the LUMO energy (spin up / spin down): -7.6584 / -7.6589 eV.

***

No. 4
Entry from the Open Molecules 2025 dataset: a molecular structure, C3HErFO at a distorted geometry (ωB97M-V with the def2-TZVPD basis set).

Each line ends with the Löwdin spin population.
Element x y z (Å)
O (-3.0572, 0.5945, 0.0656)  0.000
C (-2.0921, -0.1584, -0.0126)  0.001
C (-1.5292, -1.4246, -0.1144)  0.004
C (-0.6696, -0.3738, 0.0771)  0.010
H (-1.5204, -2.5091, 0.0516)  0.000
F (3.6142, 1.1842, 0.0086)  0.003
Er (1.7066, 0.4807, 0.0832)  2.981

Its charge is +1. As for the multiplicity: 4. As for the strongest force on any atom: 0.0678 hartree/bohr. As for the expectation value of S²: 3.75. As for the highest occupied orbital energy (spin up / spin down): -0.4525 / -0.4523 Eh. The gap between HOMO and LUMO (spin up / spin down) is 4.9 / 5.0 eV. As for the LUMO energy (spin up / spin down): -7.4415 / -7.2918 eV.